<one>
{"formula": "C27H39FN8O7PtSi", "method": "the ωB97M-V functional and the def2-TZVPD basis", "charge": 2, "homo_energy_ev": -12.79, "molar_mass_g_mol": 829.82, "multiplicity": 1, "elements": ["Pt", "C", "C", "N", "C", "C", "C", "O", "O", "C", "O", "C", "C", "C", "F", "C", "C", "C", "N", "C", "C", "N", "C", "C", "H", "H", "H", "H", "H", "H", "H", "H", "H", "H", "H", "H", "H", "H", "H", "H", "H", "H", "C", "C", "C", "C", "C", "C", "N", "N", "Si", "C", "C", "C", "H", "H", "H", "H", "H", "H", "H", "H", "H", "H", "H", "H", "H", "H", "H", "O", "N", "O", "O", "C", "N", "C", "N", "O", "H", "H", "H", "H", "H", "H"], "coordinates": [[0.43, -2.00, 2.36], [-4.31, 3.93, 0.92], [-4.17, 2.75, -0.02], [-2.95, 1.96, 0.26], [-3.04, 0.95, 1.14], [-2.03, 0.09, 1.44], [-2.35, -1.01, 2.41], [-3.34, -0.93, 3.08], [-1.57, -2.08, 2.35], [-0.78, 0.24, 0.83], [0.25, -0.51, 0.98], [-0.65, 1.37, -0.07], [0.57, 1.61, -0.71], [0.71, 2.63, -1.59], [1.90, 2.78, -2.20], [-0.36, 3.51, -1.89], [-1.56, 3.28, -1.24], [-1.74, 2.21, -0.35], [-0.23, 4.62, -2.75], [1.07, 5.01, -3.31], [0.92, 6.37, -4.01], [-0.15, 7.14, -3.31], [-1.50, 6.52, -3.58], [-1.33, 5.00, -3.63], [-5.22, 4.48, 0.68], [-3.46, 4.62, 0.85], [-4.38, 3.59, 1.95], [-4.15, 3.06, -1.06], [-5.01, 2.08, 0.10], [-4.00, 0.81, 1.63], [1.42, 0.96, -0.51], [-2.37, 3.97, -1.39], [1.46, 4.29, -4.03], [1.78, 5.09, -2.49], [0.63, 6.27, -5.05], [1.86, 6.91, -3.96], [-0.14, 8.12, -3.58], [0.04, 7.09, -2.30], [-1.87, 6.90, -4.52], [-2.17, 6.83, -2.78], [-1.11, 4.68, -4.66], [-2.26, 4.52, -3.35], [4.06, -0.93, 2.72], [3.61, -1.75, 1.56], [4.50, -2.17, 0.59], [4.04, -2.91, -0.50], [2.71, -3.21, -0.64], [1.84, -2.78, 0.37], [2.31, -2.11, 1.43], [0.51, -3.01, 0.50], [-0.73, -3.56, -0.65], [-0.07, -3.54, -2.40], [-2.28, -2.53, -0.67], [-1.18, -5.28, -0.08], [5.15, -0.87, 2.73], [3.70, -1.32, 3.66], [3.66, 0.08, 2.63], [5.54, -1.92, 0.70], [4.75, -3.26, -1.24], [2.34, -3.78, -1.48], [0.50, -2.64, -2.61], [-0.93, -3.56, -3.08], [0.55, -4.41, -2.63], [-2.08, -1.51, -1.02], [-2.75, -2.48, 0.31], [-2.98, -2.99, -1.36], [-0.35, -5.98, -0.22], [-2.02, -5.66, -0.66], [-1.47, -5.28, 0.97], [-0.28, 0.27, 3.52], [0.82, 0.25, 4.07], [1.31, 1.15, 4.70], [1.49, -0.87, 3.90], [2.05, -6.44, 1.87], [1.35, -5.22, 2.22], [1.35, -4.65, 3.41], [1.88, -5.30, 4.46], [0.88, -3.48, 3.65], [2.29, -6.41, 0.81], [1.45, -7.33, 2.07], [2.99, -6.51, 2.43], [0.85, -4.72, 1.49], [1.97, -6.30, 4.44], [1.84, -4.85, 5.36]], "mulliken_charge": [2.985, -1.035, -1.077, 0.272, -0.021, 0.226, 0.062, -0.668, -0.721, 1.043, -0.923, 1.105, -0.558, 0.106, -0.357, -1.315, -0.590, -0.762, 0.210, -0.746, -0.792, -0.121, -0.753, -0.681, 0.402, 0.308, 0.365, 0.530, 0.466, 0.674, 0.628, 0.799, 0.417, 0.526, 0.346, 0.406, 0.352, 0.377, 0.375, 0.434, 0.313, 0.492, -1.196, 0.339, -0.928, -0.691, -1.119, 1.386, -0.169, -0.291, 0.014, -1.357, -0.955, -1.227, 0.498, 0.231, 0.180, 0.478, 0.487, 0.469, 0.410, 0.424, 0.383, 0.241, 0.222, 0.573, 0.322, 0.441, 0.372, -0.522, 1.023, -0.625, -0.684, -1.281, 0.259, 0.928, -0.421, -0.682, 0.350, 0.374, 0.517, -0.357, 0.218, 0.264]}



<two>
{"formula": "C27H39FN8O7PtSi", "method": "the ωB97M-V functional and the def2-TZVPD basis", "charge": 2, "homo_energy_ev": -12.65, "molar_mass_g_mol": 829.82, "multiplicity": 1, "elements": ["Pt", "C", "C", "N", "C", "C", "C", "O", "O", "C", "O", "C", "C", "C", "F", "C", "C", "C", "N", "C", "C", "N", "C", "C", "H", "H", "H", "H", "H", "H", "H", "H", "H", "H", "H", "H", "H", "H", "H", "H", "H", "H", "C", "C", "C", "C", "C", "C", "N", "N", "Si", "C", "C", "C", "H", "H", "H", "H", "H", "H", "H", "H", "H", "H", "H", "H", "H", "H", "H", "O", "N", "O", "O", "C", "N", "C", "N", "O", "H", "H", "H", "H", "H", "H"], "coordinates": [[-2.38, 0.18, -0.33], [3.75, -1.22, 4.25], [3.29, 0.15, 3.76], [2.36, 0.05, 2.62], [1.05, 0.04, 2.88], [0.06, -0.08, 1.93], [-1.34, -0.02, 2.47], [-1.52, 0.11, 3.66], [-2.34, -0.22, 1.63], [0.43, -0.21, 0.58], [-0.37, -0.32, -0.41], [1.85, -0.21, 0.30], [2.30, -0.30, -1.03], [3.63, -0.27, -1.31], [4.01, -0.30, -2.61], [4.62, -0.19, -0.30], [4.17, -0.11, 1.00], [2.80, -0.09, 1.32], [6.00, -0.19, -0.57], [6.53, -0.52, -1.90], [8.05, -0.67, -1.80], [8.38, -1.15, -0.41], [8.11, -0.06, 0.60], [6.88, 0.72, 0.14], [4.43, -1.10, 5.10], [4.27, -1.77, 3.46], [2.90, -1.81, 4.57], [4.13, 0.78, 3.47], [2.76, 0.68, 4.55], [0.75, 0.16, 3.91], [1.59, -0.36, -1.83], [4.89, -0.10, 1.80], [6.32, 0.24, -2.65], [6.09, -1.45, -2.24], [8.58, 0.27, -1.93], [8.43, -1.39, -2.52], [9.35, -1.46, -0.35], [7.78, -1.94, -0.20], [9.00, 0.57, 0.66], [7.96, -0.55, 1.56], [7.18, 1.55, -0.51], [6.39, 1.16, 1.00], [-0.91, 0.14, -3.61], [-2.38, 0.39, -3.48], [-3.23, 0.64, -4.54], [-4.58, 0.89, -4.29], [-5.10, 0.91, -3.01], [-4.20, 0.65, -1.98], [-2.91, 0.37, -2.25], [-4.34, 0.61, -0.61], [-5.37, 1.65, 0.45], [-6.22, 2.90, -0.62], [-4.31, 2.44, 1.75], [-6.60, 0.50, 1.26], [-0.62, 0.14, -4.66], [-0.65, -0.82, -3.17], [-0.36, 0.91, -3.08], [-2.84, 0.64, -5.54], [-5.24, 1.09, -5.13], [-6.14, 1.12, -2.81], [-5.50, 3.46, -1.23], [-6.74, 3.62, 0.03], [-6.97, 2.47, -1.29], [-3.77, 3.30, 1.37], [-3.61, 1.73, 2.19], [-4.96, 2.79, 2.56], [-7.25, 0.00, 0.54], [-7.24, 1.07, 1.93], [-6.09, -0.26, 1.87], [-1.38, 4.05, 0.07], [-1.35, 2.87, 0.25], [-0.67, 2.27, 1.06], [-2.24, 2.17, -0.47], [-5.83, -3.04, 0.60], [-4.72, -2.17, 0.23], [-3.52, -2.61, -0.13], [-3.27, -3.92, -0.18], [-2.57, -1.84, -0.49], [-6.73, -2.44, 0.60], [-5.69, -3.46, 1.59], [-5.95, -3.84, -0.13], [-4.85, -1.17, 0.17], [-3.89, -4.59, 0.23], [-2.32, -4.20, -0.37]], "mulliken_charge": [3.402, -1.010, -1.074, 0.269, -0.113, 0.072, 0.179, -0.707, -0.674, 1.711, -1.093, 0.724, -0.577, 0.237, -0.337, -1.338, -0.585, -0.554, 0.197, -0.716, -0.781, -0.138, -0.734, -0.712, 0.402, 0.307, 0.342, 0.503, 0.468, 0.635, 0.535, 0.822, 0.407, 0.518, 0.359, 0.399, 0.351, 0.378, 0.379, 0.425, 0.309, 0.513, -1.121, 0.765, -0.982, -0.507, -0.982, 1.325, -0.151, -1.760, 0.431, -1.289, -0.939, -1.307, 0.497, 0.207, 0.184, 0.484, 0.458, 0.474, 0.409, 0.409, 0.348, 0.267, 0.192, 0.502, 0.311, 0.457, 0.414, -0.647, 0.886, -0.445, -0.783, -1.166, 0.254, 0.664, -0.402, -0.763, 0.309, 0.366, 0.441, 0.029, 0.192, 0.268]}



The energy of each structure relative to the most stable one, in eV, is as follows: <one> 1.704; <two> 0.000.



<one>
{"formula": "C5H6OS", "method": "the ωB97M-V functional and the def2-TZVPD basis", "homo_energy_ev": -8.54, "molar_mass_g_mol": 114.17, "multiplicity": 1, "smiles": "C[C@H]1C=CC(=S)O1", "elements": ["C", "C", "C", "C", "C", "S", "O", "H", "H", "H", "H", "H", "H"], "coordinates": [[-1.35, 0.24, 1.16], [-0.34, -0.50, 0.38], [-0.30, -0.10, -1.08], [0.95, 0.24, -1.42], [1.78, 0.16, -0.19], [3.35, 0.60, -0.02], [1.02, -0.23, 0.82], [-2.33, 0.12, 0.68], [-1.43, -0.16, 2.19], [-1.09, 1.30, 1.20], [-0.55, -1.58, 0.51], [-1.08, -0.40, -1.78], [1.37, 0.31, -2.47]], "mulliken_charge": [-1.221, 0.483, -0.502, -0.179, 0.177, -0.308, -0.339, 0.344, 0.311, 0.338, 0.217, 0.349, 0.330]}



<two>
{"formula": "C5H6OS", "method": "the ωB97M-V functional and the def2-TZVPD basis", "homo_energy_ev": -9.15, "molar_mass_g_mol": 114.17, "multiplicity": 1, "elements": ["C", "C", "C", "C", "C", "H", "H", "H", "H", "H", "H", "O", "S"], "coordinates": [[0.28, 0.51, 0.38], [0.73, -0.46, -0.75], [-1.05, 0.16, -0.31], [-0.90, 0.78, -1.67], [0.35, 0.41, -2.00], [-0.10, -1.24, 1.96], [0.53, 1.57, 0.31], [1.62, -1.09, -0.69], [-1.99, 0.12, 0.22], [-1.62, 1.41, -2.25], [1.01, 0.71, -2.80], [-0.52, -1.18, -0.52], [0.52, -0.03, 2.09]], "mulliken_charge": [-0.165, 0.005, 0.005, -0.624, -0.615, 0.138, 0.300, 0.453, 0.446, 0.348, 0.407, -0.446, -0.252]}



The energy of each structure relative to the most stable one, in eV, is as follows: <one> 0.000; <two> 1.945.



<one>
{"formula": "C5H4N2O3", "method": "the ωB97M-V functional and the def2-TZVPD basis", "homo_energy_ev": [-9.07, -8.33], "molar_mass_g_mol": 140.10, "multiplicity": 1, "elements": ["C", "C", "C", "C", "C", "N", "N", "O", "O", "O", "H", "H", "H", "H"], "coordinates": [[0.62, -1.36, -1.00], [1.01, -0.20, -1.60], [0.52, -1.21, 0.34], [1.29, 0.68, -0.47], [-2.48, 0.20, 2.11], [0.99, -0.03, 0.69], [-0.34, 2.60, -0.79], [-0.31, 1.65, -0.20], [-1.71, 0.92, 2.56], [-3.18, -0.52, 1.59], [0.12, -2.14, -1.47], [1.31, -0.13, -2.64], [0.20, -1.92, 1.12], [1.99, 1.45, -0.25]], "mulliken_charge": [-0.308, -0.930, -0.337, 0.256, 0.695, -0.517, 0.149, -0.094, -0.353, -0.344, 0.430, 0.411, 0.413, 0.529]}



<two>
{"formula": "C5H4N2O3", "method": "the ωB97M-V functional and the def2-TZVPD basis", "homo_energy_ev": -10.80, "molar_mass_g_mol": 140.10, "multiplicity": 1, "smiles": "N#Cc1cc(C=O)no1.O", "elements": ["N", "C", "C", "C", "C", "C", "O", "N", "O", "H", "H", "O", "H", "H"], "coordinates": [[2.12, 2.69, 0.86], [1.06, 2.26, 1.07], [-0.16, 1.52, 0.89], [-0.95, 1.31, -0.21], [-1.14, -0.11, -0.17], [-1.22, -1.02, -1.36], [-0.48, -1.96, -1.49], [-0.72, -0.59, 0.98], [-0.34, 0.47, 1.72], [-1.12, 1.99, -1.03], [-1.73, -0.57, -2.23], [1.83, -2.22, 0.52], [1.85, -1.88, -0.41], [0.98, -1.89, 0.86]], "mulliken_charge": [-0.329, 0.095, 0.348, -0.305, 0.538, -0.182, -0.386, -0.421, -0.132, 0.398, 0.309, -0.652, 0.299, 0.421]}



The energy of each structure relative to the most stable one, in eV, is as follows: <one> 1.107; <two> 0.000.



<one>
{"formula": "C3H4KMgO4", "method": "the ωB97M-V functional and the def2-TZVPD basis", "charge": 1, "homo_energy_ev": -10.79, "molar_mass_g_mol": 167.46, "multiplicity": 1, "elements": ["H", "C", "C", "O", "H", "H", "O", "H", "O", "C", "K", "Mg", "O"], "coordinates": [[-1.06, -0.65, 1.56], [-0.31, -1.31, 1.14], [-0.15, -2.69, 1.57], [-0.79, -2.34, 0.33], [0.83, -3.17, 1.46], [-0.80, -3.09, 2.35], [0.75, -0.56, 0.63], [1.56, 0.49, 1.17], [-0.09, 1.29, -1.26], [0.74, 0.89, -0.50], [-0.33, 3.70, -3.03], [-1.87, 5.95, -5.69], [1.52, 1.49, 0.28]], "mulliken_charge": [0.394, 0.228, -0.410, -0.380, 0.221, 0.238, -0.708, 0.587, -0.452, 0.773, 0.744, 0.248, -0.485]}



<two>
{"formula": "C3H4KMgO4", "method": "the ωB97M-V functional and the def2-TZVPD basis", "charge": 1, "homo_energy_ev": [-11.73, -11.73], "molar_mass_g_mol": 167.46, "multiplicity": 1, "elements": ["O", "C", "C", "O", "O", "C", "H", "H", "H", "H", "O", "Mg", "K"], "coordinates": [[1.87, 0.54, 0.20], [1.68, -0.54, 0.84], [0.02, 0.41, -0.83], [1.06, -0.55, 1.94], [1.32, -1.47, -0.06], [0.22, -1.11, -0.91], [0.57, 1.05, -1.53], [-0.87, 0.56, -1.46], [0.49, -1.42, -1.93], [-0.63, -1.68, -0.53], [-1.33, 0.98, 0.93], [-0.69, 0.12, 2.47], [-3.69, 3.10, 0.89]], "mulliken_charge": [-0.604, 0.889, -0.376, -0.744, -0.402, -0.229, 0.328, 0.350, 0.297, 0.207, -0.777, 1.106, 0.954]}



The energy of each structure relative to the most stable one, in eV, is as follows: <one> 0.000; <two> 0.974.